Record 1
The following is a quantum chemistry calculation of a molecular structure, C17H21Cl2NO5SSn at a distorted geometry, from the Open Molecules 2025 dataset.

Structure (XYZ):
```
48
Properties=species:S:1:pos:R:3:nbo_charge:R:1
C 0.04265 -1.60415 -2.57777 -0.178
C 0.89681 -0.44961 -2.72874 0.018
C 0.06659 0.72161 -2.74493 -0.165
C 2.37342 -0.44287 -2.91821 -0.680
C -1.30527 0.30088 -2.64507 -0.116
C -1.32574 -1.13668 -2.52971 -0.141
C -2.54785 -1.99025 -2.42844 -0.635
C 0.48797 -3.02671 -2.50757 -0.639
C 0.53196 2.11212 -3.01090 -0.639
C -2.48337 1.20448 -2.76016 -0.626
Sn -0.22997 -0.39894 -0.31289 2.111
Cl 4.65107 1.03179 0.25993 -0.989
Cl 1.97829 -1.20629 0.11797 -0.463
O -2.09761 0.22593 0.20037 -1.121
H 2.80983 -1.39100 -2.58208 0.232
H 2.84814 0.36906 -2.34210 0.267
H 2.57833 -0.30228 -3.99186 0.182
H 1.50808 2.28120 -2.53256 0.243
H -0.19886 2.83693 -2.62369 0.207
H 0.63731 2.27159 -4.09902 0.188
H -2.30840 2.14917 -2.22038 0.211
H -3.38188 0.71870 -2.35670 0.220
H -2.64159 1.43751 -3.82749 0.185
H -3.35759 -1.46460 -1.89280 0.214
H -2.32606 -2.93775 -1.91000 0.232
H -2.89012 -2.21427 -3.45331 0.184
H 1.45969 -3.11923 -1.99488 0.238
H 0.59349 -3.39518 -3.54124 0.184
H -0.25028 -3.64800 -1.97569 0.227
H -1.94574 1.07043 0.66775 0.473
O -0.87141 -2.25349 0.33010 -1.117
H -1.71304 -1.93711 0.73396 0.459
O -0.31206 -1.81807 2.76325 -0.557
C 0.00656 -0.63797 2.75075 0.676
N 0.15325 0.25105 1.69019 -1.047
S 0.63403 1.77646 1.88183 2.282
O 1.95523 1.96664 1.31345 -0.832
O -0.45237 2.66670 1.48895 -0.963
C 0.65461 1.47500 3.66425 -0.203
C 0.95356 2.28490 4.77596 -0.214
C 0.89781 1.76265 6.09582 -0.226
C 0.54358 0.41431 6.32195 -0.221
C 0.24590 -0.39632 5.22354 -0.168
C 0.30702 0.15859 3.93561 -0.145
H 1.22862 3.32433 4.62180 0.217
H 1.12696 2.39344 6.96533 0.202
H 0.50184 0.01275 7.33854 0.200
H -0.03338 -1.44743 5.36686 0.234
```

Calculated values
Energy relative to the best compared isomer or geometry (same formula, charge and spin)   1.488 eV
Total charge   -2
Electronic energy   -2624.25413 Ha
Orbital gap   5.44 eV

=====

Record 2
The following is a quantum chemistry calculation of a single C17H21ClN2O2 molecule at a distorted geometry, from the Open Molecules 2025 dataset.

Structure (XYZ):
```
43
Properties=species:S:1:pos:R:3:nbo_charge:R:1
O 0.18996 2.90719 2.30249 -0.731
O -0.54403 2.03387 -5.11832 -0.532
Cl 5.52485 -3.05268 3.04770 -0.020
C -0.08615 1.94842 1.50246 0.770
C -0.46350 1.91089 -3.88628 0.600
C 3.77478 -1.11840 2.37035 -0.240
C 2.90109 -2.51873 4.01075 -0.231
C 2.59634 -0.43379 2.36725 -0.197
C 1.68352 -1.82346 4.15464 -0.203
C 3.93031 -2.22896 3.14055 -0.005
C 1.47144 -0.69887 3.26388 -0.001
N -0.40614 2.52832 0.36273 -0.633
N -0.07134 0.64215 1.74733 -0.439
C 0.88235 2.13137 -3.25408 -0.530
C -1.61489 1.30119 -3.03168 -0.521
C -0.18165 -0.19484 0.56809 -0.227
C 0.80512 2.72322 -1.85082 -0.411
C -1.66646 2.03868 -1.69250 -0.417
C 0.25350 0.47134 -0.74031 -0.416
C -0.29770 1.97688 -0.99181 0.163
C -0.94156 -0.48855 3.75467 -0.616
C 0.23840 0.18806 3.14172 -0.076
H 4.52109 -0.74974 1.65972 0.229
H 3.05865 -3.42878 4.53400 0.222
H 2.52588 0.40732 1.60993 0.219
H 0.92042 -2.24705 4.72699 0.219
H -0.42316 3.56452 0.43560 0.426
H 1.41245 2.80042 -3.92545 0.245
H 1.44554 1.23611 -3.14056 0.234
H -1.47464 0.23966 -3.06255 0.236
H -2.54345 1.68266 -3.48450 0.242
H 0.42050 -1.11940 0.72650 0.228
H -1.19779 -0.45842 0.32149 0.189
H 0.63387 3.80800 -1.89262 0.211
H 1.77541 2.67854 -1.29163 0.218
H -2.01515 3.12593 -1.85011 0.221
H -2.33709 1.48241 -0.98878 0.221
H 0.01965 -0.27795 -1.58768 0.222
H 1.32405 0.57017 -0.82260 0.207
H -1.02422 -1.53836 3.59843 0.207
H -1.78681 0.08519 3.42902 0.228
H -0.86835 -0.41646 4.84900 0.218
H 0.38950 1.06656 3.74160 0.274
```

Calculated values
Energy relative to the best compared isomer or geometry (same formula, charge and spin)   2.636 eV
SMILES   C[C@@H](c1ccc(Cl)cc1)N1CCC2(CCC(=O)CC2)NC1=O
Total charge   0
Electronic energy   -1380.53980 Ha
Orbital gap   9.26 eV

=====

Record 3
The following is a quantum chemistry calculation of a single C17H21ClN4O2 molecule at a distorted geometry, from the Open Molecules 2025 dataset.

Structure (XYZ):
```
45
Properties=species:S:1:pos:R:3:nbo_charge:R:1
O -3.34266 1.17510 0.32309 -0.611
Cl -3.37205 -2.75801 -0.61490 0.008
N -0.95578 1.99728 -2.18364 -0.212
N -1.17696 -2.71936 1.07152 -0.466
O 1.19713 0.36201 -4.79407 -0.404
C -2.59623 1.86998 -0.40287 0.672
C -0.40370 1.10600 -2.94810 0.209
C -0.14776 -1.98719 1.29217 0.373
C -1.92755 -2.09113 0.08490 0.094
C 1.89548 1.00422 -5.79066 0.102
C 1.83553 2.35988 -5.62682 -0.312
C 1.01363 2.56683 -4.44909 -0.245
C 0.59167 1.32111 -4.01720 0.208
C -1.28523 -0.97582 -0.32178 0.069
N -0.18571 -0.85647 0.47749 -0.351
N -1.81151 1.28917 -1.36377 -0.296
C -2.42165 3.36824 -0.09996 -0.704
C 0.66933 0.34865 0.49405 -0.411
C 1.79555 -1.32553 5.89734 -0.604
C -0.75065 -0.33730 -2.60779 -0.465
C 0.90063 -2.47357 2.27729 -0.436
C -1.76549 -0.16744 -1.49858 -0.089
C 1.68259 -2.27683 4.69736 -0.390
C 0.75259 -1.69012 3.55986 -0.384
H 2.38113 0.46806 -6.60891 0.216
H 2.25947 3.09684 -6.30354 0.236
H 0.78246 3.54732 -4.03675 0.240
H -2.97106 4.00478 -0.81875 0.239
H -2.76796 3.56571 0.90654 0.240
H -1.36055 3.64491 -0.09389 0.225
H 0.02677 1.26404 0.41280 0.220
H 1.38133 0.31797 -0.34679 0.204
H 1.21664 0.44874 1.42848 0.222
H 2.07071 -0.29584 5.55783 0.199
H 2.53595 -1.68486 6.60518 0.210
H 0.82174 -1.24401 6.41754 0.204
H -1.15557 -0.89646 -3.47665 0.247
H 0.14153 -0.89173 -2.30825 0.236
H 0.73840 -3.53233 2.53575 0.243
H 1.90382 -2.39894 1.85554 0.210
H -2.82563 -0.42995 -1.82451 0.267
H 2.66825 -2.42486 4.29106 0.190
H 1.29350 -3.26687 5.02972 0.201
H 0.95240 -0.64942 3.38283 0.186
H -0.28455 -1.75286 3.93891 0.212
```

Calculated values
Energy relative to the best compared isomer or geometry (same formula, charge and spin)   2.883 eV
SMILES   CCCCc1nc(Cl)c([C@@H]2CC(c3ccco3)=NN2C(C)=O)n1C
Total charge   0
Electronic energy   -1490.04047 Ha
Orbital gap   8.32 eV

=====

Record 4
The following is a quantum chemistry calculation of 2 unconnected molecules or ions with the total composition C17H21ClNO4 at a distorted geometry, from the Open Molecules 2025 dataset.

Structure (XYZ):
```
44
Properties=species:S:1:pos:R:3:nbo_charge:R:1
C 0.89229 -4.26685 -2.90641 -0.625
C 0.73619 -4.22512 -1.40948 -0.073
O 1.38081 -3.02206 -0.94290 -0.501
C 1.36524 -2.95616 0.39034 0.770
C 2.02397 -1.70292 0.93213 -0.129
C 2.21824 -1.68966 2.41155 -0.655
C 2.35574 -0.68158 0.12589 -0.295
O 0.86381 -3.80975 1.10250 -0.619
H 0.40976 -5.16223 -3.30091 0.207
H 0.42452 -3.39913 -3.38118 0.220
H 1.94786 -4.30602 -3.19328 0.208
H -0.31951 -4.18682 -1.11229 0.193
H 1.21369 -5.09020 -0.93474 0.187
H 1.76552 -2.59434 2.82337 0.241
H 3.28597 -1.66843 2.66858 0.210
H 1.74936 -0.80439 2.85980 0.232
H 2.81149 0.21029 0.56061 0.203
H 2.23014 -0.72936 -0.95024 0.218
C 2.31465 1.37563 -4.49470 -0.622
C 1.98650 2.11145 -3.21224 -0.071
O 0.73449 1.57463 -2.72067 -0.542
C 0.28365 2.18176 -1.59456 0.719
C -0.85238 1.42600 -1.02507 -0.284
N -1.34250 1.80425 0.10182 -0.350
C -2.18175 1.18376 0.87118 -0.157
C -2.72442 1.74437 2.09184 -0.020
C -3.30462 0.87096 3.03942 -0.231
C -3.84222 1.35281 4.22280 -0.234
C -3.82405 2.73924 4.46007 -0.114
Cl -4.52119 3.34172 5.90047 -0.041
C -3.25123 3.62663 3.53413 -0.227
C -2.68391 3.12666 2.35908 -0.224
O 0.77180 3.19368 -1.12713 -0.675
H 3.34323 1.59249 -4.79609 0.198
H 2.20835 0.28854 -4.38038 0.210
H 1.65881 1.71238 -5.30863 0.202
H 2.76100 1.93973 -2.44953 0.172
H 1.86938 3.18945 -3.38853 0.189
H -1.22016 0.58808 -1.63766 0.135
H -2.47984 0.14281 0.64439 0.118
H -3.30980 -0.19619 2.82480 0.205
H -4.27614 0.67776 4.95544 0.208
H -3.25677 4.69637 3.74536 0.209
H -2.21596 3.79971 1.64104 0.234
```

Calculated values
Total charge   -1
Electronic energy   -1476.32030 Ha
Orbital gap   5.18 eV

=====

Record 5
The following is a quantum chemistry calculation of a molecular structure, C17H21F5N6PbS3 at a distorted geometry, from the Open Molecules 2025 dataset.

Structure (XYZ):
```
53
Properties=species:S:1:pos:R:3:nbo_charge:R:1
Pb 1.21933 0.46239 0.71161 1.388
C -3.29583 -4.14209 1.07763 -0.680
S -3.33653 -2.26711 1.27376 0.373
C -1.72073 -1.76742 1.06603 -0.073
S -1.68194 0.01704 1.22418 0.112
N -0.69531 -2.48931 0.84394 -0.346
N 0.54346 -1.98788 0.67535 -0.355
C 1.42884 -2.92102 0.54383 0.147
C 2.87078 -2.59154 0.45760 0.114
C 3.84811 -3.60201 0.43351 -0.183
C 5.16241 -3.18445 0.46482 -0.138
C 5.54086 -1.86851 0.67722 -0.198
C 4.47439 -0.95388 0.67339 0.058
N 3.21859 -1.32466 0.51972 -0.517
H -4.26318 -4.42091 1.35925 0.246
H -2.44571 -4.49040 1.68751 0.247
H -3.14406 -4.36195 0.00447 0.241
H 1.17005 -3.99305 0.58215 0.233
H 3.63508 -4.68077 0.29711 0.256
H 5.95802 -3.87722 0.51252 0.242
H 6.57668 -1.67283 0.81612 0.257
H 4.64031 0.12501 0.85611 0.205
N 0.58588 2.61143 -0.41069 -0.921
C 1.90844 3.19006 -0.80315 -0.228
C 2.29278 2.73000 -2.24152 -0.423
C 2.57650 1.18965 -2.39005 -0.252
N 1.44573 0.29254 -1.94182 -0.897
H 0.06524 2.33591 -1.23369 0.399
H 0.06095 3.21714 0.21464 0.409
H 2.70749 2.89254 -0.06505 0.182
H 1.87161 4.23818 -0.75928 0.227
H 3.24418 3.27027 -2.52690 0.258
H 1.44992 2.92936 -2.88430 0.215
H 3.53057 0.89781 -1.90849 0.209
H 2.93274 1.05762 -3.46726 0.230
H 1.83291 -0.67007 -2.05271 0.395
H 0.72902 0.24275 -2.65521 0.398
F -7.58370 2.95894 -0.90988 -0.244
C -6.39930 2.38663 -0.79801 0.363
C -6.13043 1.14735 -1.34210 0.255
F -7.15153 0.52473 -2.01091 -0.271
C -4.89522 0.56654 -1.17991 0.385
F -4.72346 -0.56345 -1.85474 -0.275
C -3.89827 1.20221 -0.42019 -0.409
S -2.33265 0.49606 -0.69677 0.214
C -4.17280 2.45295 0.06985 0.406
F -3.25463 3.13671 0.73400 -0.297
C -5.37358 3.07735 -0.11277 0.257
F -5.64970 4.33126 0.38555 -0.271
N 1.03593 0.83654 3.77375 -1.078
H 0.38415 0.99256 4.58587 0.391
H 1.47806 1.73431 3.89497 0.368
H 1.72954 0.28672 4.24891 0.374
```

Calculated values
Energy relative to the best compared isomer or geometry (same formula, charge and spin)   0.000 eV
Total charge   +2
Electronic energy   -2875.09147 Ha
Orbital gap   7.57 eV